C6H3CaN3O5S3 | ωB97M-V/def2-TZVPD

Lowest unoccupied orbital energy: 4.594 eV
HOMO-LUMO gap: 7.3 eV
HOMO level: -2.71 eV
Energy relative to the best compared isomer or geometry (same formula, charge and spin): 38.0 kJ/mol
Total charge: -2

Last column: Mulliken charge in e.
Cartesian coordinates (Å):
H  -1.83562  -2.19660  3.92822  0.309
C  0.43834  2.09444  -2.84641  0.147
C  0.29661  2.78162  -4.03164  -0.065
S  -1.62499  -0.65830  1.66575  -0.511
O  2.88967  -3.24225  -1.53919  -0.668
N  -2.10691  3.04427  -4.82394  -0.502
S  2.03513  -2.84553  -0.43517  1.404
C  -1.29498  -1.49197  4.58012  -0.633
N  0.52525  1.53723  -1.84114  -0.584
C  1.34470  3.32019  -4.80903  0.200
C  -1.00448  2.96873  -4.50313  0.226
O  -1.74753  -0.17161  4.32583  -0.236
O  2.47900  -1.54823  0.23658  -0.957
O  0.70260  -2.27989  -0.90499  -0.905
H  -1.51441  -1.69911  5.63408  0.201
O  1.94719  -3.92719  0.54158  -0.666
C  -1.83782  0.32044  3.05127  0.218
N  2.08751  3.84806  -5.51782  -0.520
S  -2.28162  1.96694  3.05011  -0.422
H  -0.24112  -1.54457  4.33903  0.292
Ca  0.74348  -0.27669  -0.10010  1.670

***

C6H3FN2O2 | ωB97M-V/def2-TZVPD

Lowest unoccupied orbital energy: 0.125 eV
HOMO-LUMO gap: 9.2 eV
HOMO level: -9.03 eV
Energy relative to the best compared isomer or geometry (same formula, charge and spin): 0.0 kJ/mol
SMILES: C#C/C(F)=C\N=C=O.N=C=O

Last column: Mulliken charge in e.
Cartesian coordinates (Å):
C  -1.24442  -0.05315  -0.59339  -0.618
F  -1.85464  0.93484  1.35016  -0.315
O  2.01973  1.44331  -2.33100  -0.396
N  0.51024  -1.51122  1.35907  -0.314
H  -2.18340  -1.18527  -2.30928  0.423
C  1.44659  1.53759  -1.33115  0.532
C  0.19481  1.62080  0.70509  -0.277
H  0.93808  -0.90053  2.02666  0.263
H  0.19462  2.13497  1.63520  0.498
C  -1.69106  -0.68406  -1.50947  0.329
O  0.65718  -3.45544  0.01254  -0.469
C  0.64468  -2.50783  0.72272  0.527
C  -0.82392  0.80927  0.44328  0.182
N  1.19149  1.81673  -0.18041  -0.366

***

C6H3N | ωB97M-V/def2-TZVPD

Lowest unoccupied orbital energy (spin up / spin down): -1.580 / -1.402 eV
HOMO-LUMO gap (spin up / spin down): 8.0 / 8.3 eV
HOMO level (spin up / spin down): -9.58 / -9.68 eV
Energy relative to the best compared isomer or geometry (same formula, charge and spin): 355.5 kJ/mol
SMILES: CC1=C=C=C=C=N1

Last column: Mulliken charge in e.
Cartesian coordinates (Å):
N  -0.52864  1.10021  -0.17135  -0.429
C  0.14082  0.01932  0.05552  0.612
H  2.04166  0.26788  1.04702  0.224
H  1.96739  -0.93984  -0.34637  0.311
H  1.75158  0.70334  -0.86586  0.295
C  1.58058  0.00050  -0.00554  -0.883
C  -1.94549  -1.11731  0.21549  0.067
C  -1.83378  1.19785  -0.21575  0.096
C  -2.54119  0.05085  0.01774  0.083
C  -0.63293  -1.28279  0.26910  -0.377

***

C6H3N | ωB97M-V/def2-TZVPD

Lowest unoccupied orbital energy: 0.662 eV
HOMO-LUMO gap: 11.5 eV
HOMO level: -10.79 eV
Energy relative to the best compared isomer or geometry (same formula, charge and spin): 0.0 kJ/mol
SMILES: C#CC(C#C)C#N

Last column: Mulliken charge in e.
Cartesian coordinates (Å):
H  0.03401  0.39452  1.52308  0.238
C  -1.20483  -0.43131  -0.02134  -0.802
C  0.00731  0.31832  0.43369  0.822
C  2.30135  -0.82801  -0.27711  -0.045
C  -0.08890  1.72253  0.00029  -0.015
C  -2.24046  -1.02332  -0.28810  0.087
H  3.30294  -1.18632  -0.40764  0.430
H  -3.15050  -1.55695  -0.47990  0.420
N  -0.21741  2.80659  -0.36337  -0.374
C  1.25649  -0.21606  -0.11958  -0.762

***

C6H3NS2 | ωB97M-V/def2-TZVPD

Lowest unoccupied orbital energy (spin up / spin down): -1.657 / -1.619 eV
HOMO-LUMO gap (spin up / spin down): 5.8 / 5.9 eV
HOMO level (spin up / spin down): -7.50 / -7.49 eV

Last column: Mulliken charge in e.
Cartesian coordinates (Å):
H  -0.19644  2.74127  0.57776  0.261
H  -2.10874  -1.94214  1.39667  0.206
C  2.29298  0.44253  -1.52505  -0.530
C  0.43176  -1.03234  -0.41192  -0.713
S  -1.39074  0.56890  0.88166  -0.204
H  -1.03922  -2.98153  0.61050  0.239
C  1.23799  -0.06968  -0.86549  0.364
C  -0.15522  1.64050  0.29830  -0.120
N  -1.45685  -2.05576  0.58794  -0.569
C  0.90067  1.41898  -0.49329  0.480
C  -0.74695  -0.95780  0.19819  0.721
S  2.23076  2.22707  -1.25525  -0.136

***

C6H40NO14 | ωB97M-V/def2-TZVPD

Lowest unoccupied orbital energy: 2.475 eV
HOMO-LUMO gap: 8.4 eV
HOMO level: -5.95 eV
Energy relative to the best compared isomer or geometry (same formula, charge and spin): 468.5 kJ/mol
Total charge: -1

Last column: Mulliken charge in e.
Cartesian coordinates (Å):
O  -1.88615  -2.13854  0.95368  -0.698
H  -1.31224  -0.33867  -4.37046  0.286
H  0.71240  -0.52177  -1.64352  0.366
H  4.05444  -1.12511  2.26802  0.303
H  0.45135  -2.45565  -4.22369  0.301
C  0.98999  -0.27006  1.39052  -0.400
C  0.11971  2.57329  -0.98746  -1.611
H  0.96823  2.03767  3.78167  0.417
C  1.04205  1.60635  -0.28572  1.525
O  -1.46221  -2.26674  -2.60866  -0.846
H  -3.35463  -1.04661  -0.98583  0.383
H  -1.23334  -1.71555  1.58064  0.405
O  -2.54624  0.74389  -1.98683  -0.743
H  -0.44315  3.16627  -0.29608  0.362
H  -2.51627  -0.12219  1.74470  0.225
O  -1.93010  0.05988  2.46978  -0.755
H  3.66888  3.05376  -0.93876  0.347
H  -0.48654  -1.18090  -0.41426  0.592
H  -0.53835  -2.21253  -2.42545  0.261
O  1.67425  -3.49993  1.49229  -0.725
H  -1.59415  1.82797  2.73154  0.462
O  0.26094  -1.28763  2.03169  -1.309
O  -1.28441  2.74774  2.82620  -0.766
H  -1.13443  -1.83910  -4.17118  0.511
H  4.46326  1.62019  -1.10006  0.414
H  -0.58862  2.79291  2.18761  0.358
H  1.02705  -1.09314  3.93496  0.377
N  -0.08421  -0.41854  -0.96664  0.029
H  -0.41398  2.12325  -1.80953  0.100
C  2.31770  1.22677  -1.11596  -0.617
H  -1.97575  0.93379  -1.21007  0.288
H  -1.23752  -0.70591  2.44215  0.068
O  -4.24037  -0.67668  -0.73937  -0.757
H  -0.77682  0.72723  0.49366  0.487
H  -1.45752  -2.96463  0.75732  0.285
H  1.81212  -0.77701  0.95505  -0.002
H  0.61629  3.36949  -1.57541  0.413
H  4.10855  -2.05706  0.87891  0.306
H  0.46562  3.55742  3.70936  0.307
H  -0.40901  -0.54820  4.24703  0.306
H  1.39429  2.26573  0.56539  0.281
H  1.27256  -2.64853  1.73781  0.438
O  4.22061  -1.96004  1.82056  -0.617
C  0.24257  0.40163  0.24413  -1.093
C  3.54405  2.00093  -0.67637  -1.541
H  -1.97003  -1.55312  -2.25376  0.332
H  2.31681  -3.57089  2.19064  0.292
H  1.28788  0.49649  2.11700  0.265
H  -4.14212  -0.60760  0.24201  0.343
O  1.19071  2.94813  3.65934  -0.687
H  -3.42219  0.58299  -1.51011  0.445
H  -2.41173  3.02179  -3.23409  0.295
H  2.41960  0.15788  -0.85745  0.309
O  0.50041  -0.55418  4.51593  -0.687
H  1.90297  1.33682  -2.16843  0.377
O  1.35462  -2.58883  -3.79354  -0.642
O  -0.98815  -1.11918  -4.83429  -0.715
H  3.54589  2.01405  0.44208  0.315
H  -1.06680  3.01418  -3.97754  0.316
H  1.05661  -3.38926  -3.35364  0.346
O  -1.63267  3.56140  -3.45116  -0.630

***

C6H40O15 | ωB97M-V/def2-TZVPD

Lowest unoccupied orbital energy: -0.212 eV
HOMO-LUMO gap: 9.0 eV
HOMO level: -9.19 eV
Energy relative to the best compared isomer or geometry (same formula, charge and spin): 422.6 kJ/mol

Last column: Mulliken charge in e.
Cartesian coordinates (Å):
H  -2.57848  3.77478  3.14832  0.270
H  -1.84959  -3.76705  0.56183  0.348
H  -4.43730  -2.24974  -1.00646  0.299
H  3.70730  1.53881  -3.19035  0.265
H  -0.52738  -3.21704  -0.56962  0.147
H  0.30652  -0.98112  -1.56275  0.205
H  -0.50616  -3.70006  -3.91765  0.310
O  -4.06342  0.30602  1.08502  -0.593
H  0.86883  -5.11721  1.14953  0.322
H  -3.49875  -0.21953  3.74923  0.311
H  2.88650  2.87359  -1.68495  0.380
O  3.73783  3.31603  -1.57474  -0.673
O  4.31725  0.88906  -2.82655  -0.631
O  -4.59773  -1.49273  -1.56793  -0.613
H  -2.22626  -0.40434  -3.20360  0.187
H  1.22983  2.89477  2.95171  0.307
O  2.01723  -3.29678  -2.10210  -0.663
H  -2.88951  1.18375  3.63342  0.364
C  -1.09169  -3.02851  0.34461  -1.189
H  -1.46375  2.75416  -0.99698  0.259
C  0.20270  -0.93466  0.59365  1.314
O  -1.76483  -0.14070  -2.44920  -0.492
H  2.94548  -3.57038  -2.14023  0.303
H  0.79726  4.22390  -1.02691  0.224
H  0.65501  -0.77418  2.69055  0.365
H  3.65431  3.47136  -0.62572  0.309
H  -1.56948  -1.57271  1.74065  0.258
H  2.96103  -0.61061  2.54243  0.438
O  1.20593  -4.40823  1.67171  -0.649
O  4.95280  -0.64921  -0.46635  -0.587
H  0.37989  -3.25191  -2.81042  0.323
H  4.84468  1.50166  -2.30341  0.363
H  2.03723  -3.01136  -1.18399  0.295
O  1.48309  2.76445  3.87455  -0.623
H  -1.64150  1.40111  -1.63782  0.336
H  -4.45993  -0.80369  -0.90268  0.371
H  0.69917  2.64541  -0.76209  0.488
H  1.30352  0.20251  -0.87693  0.331
H  -1.38486  3.09013  3.67954  0.298
H  -1.20206  -0.81106  -2.10000  0.287
C  2.46671  -0.23154  1.65312  -0.834
H  2.74430  0.82633  1.76462  0.340
C  0.93105  -0.28997  1.74499  -0.742
O  -0.29384  -2.90437  -3.42831  -0.571
H  1.11897  1.87548  3.99129  0.342
O  -3.96991  1.62396  -1.62616  -0.488
C  -0.90864  -1.84808  0.92250  0.016
H  -4.15534  1.38815  -2.54423  0.260
H  -3.60215  0.70676  0.34788  0.233
H  -4.69518  0.93879  1.42698  0.281
H  2.85778  -0.58463  0.71045  -0.052
O  -2.27823  2.90306  3.38997  -0.613
H  -4.66035  2.29476  -1.52286  0.241
H  5.58096  -0.27546  -1.09873  0.348
O  1.16363  3.47562  -0.57404  -0.626
H  0.48295  0.69719  1.91344  0.127
H  1.17290  -3.57970  1.19185  0.315
C  0.48961  -0.47241  -0.62002  -1.149
O  -3.32859  0.55818  4.21779  -0.615
H  4.41904  0.13597  -0.59830  0.251
O  -0.97636  1.94323  -1.18953  -0.624

***

C6H42INO12PSi | ωB97M-V/def2-TZVPD

Lowest unoccupied orbital energy: 1.444 eV
HOMO-LUMO gap: 5.8 eV
HOMO level: -4.40 eV
Total charge: -1

Last column: Mulliken charge in e.
Cartesian coordinates (Å):
H  -4.36369  -0.31713  -7.20020  0.308
O  3.89233  -3.73529  -4.15021  -0.627
H  2.70895  1.21670  2.79249  0.299
C  0.42927  -1.88630  -1.33760  -0.988
H  3.64501  -2.22370  5.05615  0.314
O  -4.89800  2.66687  -0.31568  -0.644
C  -0.41756  0.66917  4.50417  -1.072
H  -2.73275  -3.88338  -7.63427  0.332
I  3.39967  -0.61695  -2.01352  -0.507
H  -4.42338  1.82915  -0.36879  0.328
H  -4.85330  3.03298  -1.20404  0.302
H  1.01727  -2.27350  -2.16761  0.540
H  -0.01184  -2.72537  -0.80673  0.421
H  -4.21784  -0.31360  -5.68343  0.315
Si  -0.59123  1.14889  2.69906  0.535
O  -3.53523  -3.37749  -7.79625  -0.643
O  -3.68907  -2.69589  -2.87306  -0.615
H  3.30933  -0.92647  1.59661  0.341
H  2.51415  1.37860  5.79127  0.310
H  3.15900  -0.91908  5.68214  0.307
N  -0.61491  -0.96768  -1.79371  -0.329
H  1.73755  -0.24458  3.04758  0.180
O  -3.71920  -0.45172  -6.49683  -0.661
H  3.41429  0.56238  0.70703  0.320
H  5.79187  1.00405  2.18438  0.317
H  -0.72472  -1.15097  -5.12478  0.279
O  -4.87390  3.66656  2.36544  -0.615
H  -1.50564  -0.13017  0.80128  0.202
H  -2.48386  2.74460  2.71700  0.285
H  2.40536  1.60522  7.29375  0.290
H  -0.00148  -0.33193  4.57127  0.295
H  0.96215  0.26756  -0.44964  -0.042
H  -2.95328  -2.25889  -3.32164  0.402
O  5.32344  1.82617  2.36143  -0.643
H  -4.44126  -2.59855  -3.46363  0.291
H  4.72353  -4.21515  -4.09421  0.279
H  -1.67285  -1.05857  2.25936  0.277
O  0.87314  1.33771  1.95257  -0.360
C  1.99854  0.53322  2.33309  -0.292
O  -1.45381  -1.55124  -4.63929  -0.582
H  -0.15408  -0.23234  -2.31870  0.234
O  3.65168  2.87593  -3.02313  -0.636
H  3.91025  3.29442  -2.19725  0.300
H  -5.59863  3.10284  2.64966  0.287
H  -1.07566  3.40641  3.48613  0.281
H  4.06094  -2.91089  -3.66899  0.252
H  0.61274  -1.26050  0.97303  -0.240
H  -1.15203  3.38254  1.72119  0.301
O  2.21922  0.95716  6.60801  -0.632
H  -1.21795  -1.45370  -2.44165  -0.038
C  2.71189  -0.12630  1.16126  -0.906
H  0.23054  1.32624  5.06719  0.247
C  -1.75618  -0.05352  1.85503  -0.904
C  -1.40913  2.83741  2.62056  -1.019
H  3.76608  1.92658  -2.84431  0.224
H  -2.22218  -1.41831  -5.20613  0.262
H  5.16110  2.19540  1.48732  0.304
H  -2.78835  0.25815  1.98332  0.382
P  1.55970  -0.99419  -0.08494  0.440
O  3.91705  -1.31936  5.23844  -0.629
H  -3.37366  -2.52653  -7.37430  0.333
H  -1.41105  0.63030  4.93767  0.431
H  -4.98363  3.74063  1.40783  0.332
H  2.21532  -2.27460  0.18186  -0.054